{
  "formula": "C22H34O8P2SV",
  "method": "ωB97M-V/def2-TZVPD",
  "orbital_gap_ev": [7.31, 7.27],
  "max_force_ev_per_a": 7.63,
  "spin_multiplicity": 2,
  "total_charge": 2,
  "species": ["V", "C", "C", "O", "P", "O", "C", "C", "O", "C", "C", "H", "H", "H", "H", "H", "H", "H", "H", "H", "H", "H", "H", "H", "H", "H", "O", "S", "O", "O", "O", "C", "P", "C", "C", "C", "C", "C", "C", "C", "C", "C", "C", "C", "C", "H", "H", "H", "H", "H", "H", "H", "H", "H", "H", "H", "H", "H", "C", "C", "C", "O", "H", "H", "H", "H", "H", "H"],
  "xyz": [[0.2510, 0.5494, 0.5255], [5.5718, 1.0451, 0.2781], [4.1197, 1.3563, -0.0376], [3.4800, 0.1551, -0.5384], [2.1351, -0.5575, -0.1209], [2.1931, -1.2790, 1.2691], [3.3388, -2.0110, 1.8096], [3.8765, -1.2745, 3.0153], [2.0713, -1.7421, -1.1680], [2.6473, -1.7066, -2.4966], [4.0405, -2.3032, -2.5062], [6.0964, 1.9691, 0.5053], [6.0496, 0.5829, -0.5813], [5.6643, 0.3766, 1.1295], [4.0638, 2.0983, -0.8426], [3.5838, 1.7195, 0.8430], [4.0881, -2.1305, 1.0236], [2.9527, -2.9905, 2.0962], [4.3871, -0.3611, 2.7272], [4.5708, -1.9113, 3.5541], [3.0601, -1.0059, 3.6805], [2.6677, -0.6730, -2.8476], [1.9710, -2.2981, -3.1173], [4.7008, -1.7473, -1.8467], [4.4347, -2.2498, -3.5171], [4.0158, -3.3444, -2.1972], [1.3257, 0.9255, 3.8044], [0.5501, 1.3428, 2.7087], [1.4103, 1.4684, 1.4213], [-0.3676, 0.2360, 2.1688], [-0.2263, 2.5467, 2.7357], [0.2773, 4.1327, 0.3816], [-0.7566, 2.6581, 0.1613], [-2.3796, 2.8478, 0.9008], [-2.6361, 3.9429, 1.7239], [-3.8722, 4.0539, 2.3339], [-4.8312, 3.0670, 2.1541], [-4.5712, 1.9729, 1.3373], [-3.3448, 1.8572, 0.7075], [-0.8327, 2.4517, -1.6518], [0.3408, 1.9386, -2.2216], [0.4238, 1.7407, -3.5884], [-0.6604, 2.0661, -4.3952], [-1.8170, 2.5901, -3.8376], [-1.9124, 2.7778, -2.4646], [-0.2275, 4.9840, -0.0864], [1.2494, 3.9817, -0.0952], [0.4147, 4.3100, 1.4486], [-1.8733, 4.6859, 1.8948], [-4.0740, 4.9044, 2.9666], [-5.7813, 3.1473, 2.6609], [-5.3252, 1.2101, 1.2048], [-3.1240, 1.0092, 0.0683], [1.2024, 1.7476, -1.5693], [1.3298, 1.3589, -4.0345], [-0.5950, 1.9167, -5.4618], [-2.6463, 2.8571, -4.4756], [-2.8142, 3.1840, -2.0274], [-0.9272, -2.7330, 0.2997], [-1.4754, -1.5168, -0.3611], [-2.7176, -1.6034, -1.1756], [-0.8349, -0.4586, -0.2081], [-1.6551, -3.5390, 0.3444], [-0.5839, -2.4663, 1.3047], [-0.0466, -3.0657, -0.2592], [-2.7022, -2.4973, -1.8016], [-2.8522, -0.7195, -1.7985], [-3.5866, -1.7052, -0.5189]],
  "atomic_forces_ev_per_a": [[1.235, 3.381, -1.303], [-0.346, -0.064, -0.149], [0.533, 0.602, 0.327], [-0.733, -0.530, 0.058], [2.299, -1.395, -0.976], [-0.115, 0.410, -0.286], [0.419, -0.409, 0.474], [-0.274, 0.027, -0.207], [-0.297, 0.253, 0.488], [0.396, -0.153, -0.577], [-0.313, 0.106, 0.127], [0.031, 0.088, 0.044], [0.083, -0.002, -0.088], [0.003, -0.037, 0.062], [-0.119, -0.168, 0.159], [0.112, -0.052, -0.202], [-0.109, -0.025, 0.004], [0.012, 0.099, -0.161], [0.087, 0.120, -0.006], [0.123, -0.076, 0.022], [-0.027, -0.045, 0.101], [-0.086, -0.065, -0.041], [0.024, 0.185, 0.067], [0.089, 0.036, 0.020], [0.070, -0.032, -0.108], [0.013, -0.093, 0.015], [0.064, -0.166, 0.135], [0.128, 2.262, 3.351], [3.163, 1.435, 1.610], [-0.617, -1.052, 0.526], [0.149, -0.027, 0.903], [-0.035, -0.046, 0.280], [-0.687, 1.067, -1.316], [0.152, -0.047, -0.211], [0.009, -0.164, -0.197], [0.002, -0.006, 0.046], [0.085, 0.020, -0.044], [-0.022, -0.065, 0.005], [0.133, 0.158, -0.011], [-0.031, 0.128, 0.291], [-0.199, 0.017, 0.411], [0.052, -0.083, -0.097], [0.114, -0.038, 0.116], [-0.045, -0.031, 0.092], [-0.016, -0.061, 0.087], [0.031, -0.165, -0.010], [-0.172, -0.035, 0.017], [0.058, 0.059, -0.182], [0.004, 0.109, 0.059], [-0.053, 0.044, 0.060], [-0.073, 0.004, -0.010], [-0.025, -0.021, -0.021], [-0.103, 0.006, 0.001], [0.094, 0.062, -0.222], [0.080, -0.033, -0.027], [0.011, 0.020, -0.094], [-0.061, 0.026, -0.024], [-0.066, 0.027, 0.000], [-0.181, 0.237, 0.193], [-0.626, -1.566, -0.160], [0.329, 0.617, -0.166], [-4.964, -4.721, -3.353], [0.017, 0.019, -0.059], [-0.011, -0.065, -0.066], [0.011, 0.012, -0.101], [0.114, -0.055, 0.105], [0.004, 0.012, 0.041], [0.074, -0.053, 0.178]],
  "nbo_charge": [0.860, -0.630, -0.065, -0.826, 2.020, -0.831, -0.057, -0.638, -0.828, -0.056, -0.636, 0.247, 0.229, 0.217, 0.199, 0.206, 0.195, 0.213, 0.207, 0.248, 0.244, 0.181, 0.207, 0.219, 0.244, 0.229, -0.852, 2.582, -0.837, -0.806, -0.933, -0.939, 1.244, -0.430, -0.145, -0.183, -0.149, -0.202, -0.132, -0.412, -0.166, -0.209, -0.166, -0.169, -0.182, 0.276, 0.265, 0.291, 0.230, 0.245, 0.243, 0.232, 0.183, 0.184, 0.234, 0.245, 0.246, 0.242, -0.740, 0.736, -0.734, -0.575, 0.271, 0.277, 0.296, 0.287, 0.259, 0.297]
}